C22H25F24N2O9P | the ωB97M-V functional and the def2-TZVPD basis

```
83
Properties=species:S:1:pos:R:3:forces:R:3
C 0.3869 1.8548 -0.6657 0.031 -0.424 0.025
N 1.0292 1.8386 -1.9844 0.022 0.243 -0.506
C 1.8988 2.9939 -2.2348 0.078 0.115 0.197
C 0.0585 1.6294 -3.0091 -0.083 -0.117 0.252
O -0.3518 2.4976 -3.7304 0.199 0.008 -0.182
C -0.3920 0.1785 -3.1215 -0.375 -0.067 0.423
C 0.1623 -0.4303 -4.3878 0.252 -0.421 -0.005
O -0.2684 0.2236 -5.5375 0.063 0.142 0.094
O -0.1869 -1.8393 -4.5538 0.031 0.320 -0.169
C 0.6623 -2.2739 -5.5486 0.043 0.147 -0.068
O 0.4824 -3.2274 -6.2254 0.003 -0.022 0.059
O 1.7344 -1.4347 -5.6434 -0.029 -0.192 0.178
C 1.6764 -0.6065 -4.4647 -0.158 0.037 0.296
P 2.4874 -1.7611 -3.1728 0.179 0.022 0.242
N 3.8441 -0.7525 -2.8657 -0.607 0.160 0.363
O 1.6008 -1.6396 -1.7695 0.210 -0.004 -0.014
H -0.0396 2.8358 -0.4359 0.042 0.019 0.007
H 1.0998 1.5654 0.1062 0.019 0.151 0.053
H -0.4285 1.1327 -0.6349 0.040 -0.011 -0.039
H 2.8614 2.6646 -2.6327 -0.040 0.001 -0.060
H 2.0984 3.5230 -1.3035 -0.023 -0.041 0.021
H 1.4509 3.6977 -2.9352 -0.063 -0.025 0.025
H -1.4835 0.1344 -3.1040 0.014 -0.002 -0.265
H -0.0153 -0.3758 -2.2733 -0.072 -0.155 0.057
H -1.2150 0.0542 -5.6274 -0.007 0.169 -0.003
H 2.2320 0.3252 -4.5583 0.005 -0.075 -0.539
H 4.3373 -1.0577 -2.0314 0.276 -0.134 -0.283
H 3.5732 0.2181 -2.7096 0.128 -0.014 -0.093
H 1.9836 -0.9989 -1.1564 -0.192 0.154 -0.080
F -2.4495 2.4047 2.5836 0.034 0.003 -0.046
C -2.3409 1.0812 2.3577 0.047 -0.041 0.003
F -1.1892 0.8742 1.6701 0.020 -0.027 0.111
C -3.5000 0.5664 1.4957 -0.058 0.125 -0.104
F -3.4476 1.1435 0.2766 0.011 -0.005 0.017
F -3.2467 -0.7670 1.3348 0.009 -0.011 0.043
C -4.9176 0.6529 2.0744 -0.349 -0.365 0.216
O -5.7144 1.7509 1.6671 0.394 0.281 -0.280
C -5.6671 2.9381 2.3412 -0.164 -0.298 0.060
F -4.8621 2.8561 3.4174 -0.131 0.273 0.015
F -6.9148 3.2181 2.7839 0.056 0.015 0.078
C -5.2557 4.1018 1.4296 -0.029 0.040 -0.053
F -4.0444 3.8667 0.8899 -0.001 -0.004 0.027
F -5.1790 5.2267 2.1773 -0.008 -0.017 -0.014
H -2.2894 0.5495 3.3107 -0.012 0.020 0.001
H -5.4339 -0.2177 1.6735 0.000 0.031 -0.038
H -4.9005 0.5455 3.1594 0.122 0.078 -0.007
H -5.9914 4.2371 0.6352 0.002 0.003 0.003
F -4.5423 2.5583 7.2641 0.049 -0.013 -0.024
C -3.6799 2.5830 6.2311 -0.081 0.017 -0.060
F -3.9280 1.4961 5.4563 0.044 -0.105 0.035
C -2.2291 2.5018 6.7123 0.024 -0.134 0.197
F -2.0094 1.3162 7.3152 -0.018 0.034 -0.040
F -1.4816 2.5281 5.5658 -0.005 0.030 -0.038
C -1.7047 3.6506 7.5826 0.315 0.398 -0.093
O -1.6864 3.4340 8.9782 -0.240 -0.440 -0.006
C -2.7577 3.7385 9.7721 0.148 0.225 -0.007
F -3.7324 4.3689 9.0932 -0.011 -0.036 0.028
F -2.3229 4.5858 10.7347 -0.053 0.034 -0.034
C -3.2925 2.4972 10.5002 -0.001 -0.041 0.059
F -3.6772 1.5613 9.6107 -0.004 0.024 0.013
F -4.3664 2.8552 11.2373 0.022 -0.004 -0.008
H -3.8458 3.4853 5.6382 0.011 -0.015 -0.017
H -0.6541 3.7420 7.3105 -0.003 -0.013 0.020
H -2.1864 4.5932 7.3208 -0.136 -0.084 -0.007
H -2.5201 2.0852 11.1520 0.002 0.006 -0.003
F 7.2242 -6.2276 -4.9323 0.000 -0.031 0.010
C 6.4841 -7.1481 -4.2827 0.029 -0.075 0.039
F 6.9558 -8.3738 -4.6059 0.005 0.028 0.001
C 5.0124 -7.0608 -4.6980 -0.024 0.038 -0.196
F 4.8848 -7.3729 -6.0017 0.009 -0.009 0.043
F 4.3877 -8.0367 -3.9694 0.012 0.004 0.047
C 4.2628 -5.7607 -4.3806 -0.357 0.147 0.369
O 4.1316 -4.8288 -5.4296 0.317 -0.263 -0.394
C 5.0624 -3.8585 -5.6672 -0.273 0.075 0.258
F 6.0297 -3.8333 -4.7282 0.011 0.001 -0.047
F 4.4250 -2.6679 -5.6184 0.148 0.086 -0.021
C 5.6519 -3.9793 -7.0779 -0.003 0.021 -0.074
F 6.2458 -5.1783 -7.2382 0.006 0.030 0.012
F 6.5866 -3.0152 -7.2435 -0.017 -0.008 -0.003
H 6.5880 -7.0048 -3.2039 0.004 0.023 -0.008
H 3.2410 -6.0759 -4.1729 0.002 0.010 -0.024
H 4.6457 -5.2987 -3.4695 0.141 -0.039 -0.053
H 4.8625 -3.8581 -7.8215 -0.004 -0.002 0.007
```
Positions in Å, forces in eV/Å.

As for the HOMO-LUMO gap: 9.671 eV. Its LUMO energy is 0.22 eV. Its multiplicity is 1. As for the structure (SMILES): CN(C)C(=O)C[C@]1(O)OC(=O)O[C@@H]1P(N)O.FC(F)C(F)(F)COC(F)(F)C(F)F.FC(F)C(F)(F)COC(F)(F)C(F)F.FC(F)C(F)(F)COC(F)(F)C(F)F. The value obtained for the molecular weight is 948.4 g/mol. The calculation puts the HOMO energy at -9.5 eV.